(1)
{"formula": "C20H27FN2O5", "method": "the ωB97M-V functional and the def2-TZVPD basis", "elements": ["C", "C", "C", "C", "C", "C", "C", "O", "O", "C", "C", "O", "C", "C", "C", "N", "C", "N", "C", "O", "O", "H", "H", "H", "H", "H", "H", "H", "H", "H", "H", "H", "H", "H", "H", "H", "H", "H", "H", "H", "H", "H", "H", "F", "C", "C", "C", "C", "C", "C", "H", "H", "H", "H", "H"], "xyz": [[-5.27, 0.32, -1.26], [-4.80, -0.23, 0.09], [-3.47, 0.46, 0.52], [-3.60, 1.38, 1.76], [-2.31, -0.50, 0.64], [-1.25, -0.41, -0.25], [-1.36, 0.61, -1.40], [-1.11, 1.78, -1.10], [-1.73, 0.07, -2.47], [-0.16, -1.27, -0.17], [0.89, -1.17, -1.24], [1.51, 0.08, -1.11], [2.01, 0.59, -2.35], [-0.11, -2.20, 0.87], [1.04, -3.17, 1.07], [0.89, -4.45, 0.36], [-1.16, -2.25, 1.74], [-2.24, -1.44, 1.62], [-3.28, -1.63, 2.61], [-4.28, -2.43, 2.02], [-5.30, -2.65, 2.99], [-6.07, -0.29, -1.68], [-4.44, 0.31, -1.97], [-5.60, 1.36, -1.18], [-5.57, -0.03, 0.84], [-4.67, -1.30, -0.02], [-3.22, 1.12, -0.30], [-3.64, 2.42, 1.45], [-4.51, 1.15, 2.32], [-2.76, 1.25, 2.45], [0.35, -1.24, -2.19], [1.63, -1.97, -1.19], [2.42, -0.22, -2.96], [2.81, 1.29, -2.12], [1.19, 1.08, -2.88], [1.16, -3.36, 2.14], [1.96, -2.70, 0.74], [0.69, -4.26, -0.61], [0.08, -4.95, 0.73], [-1.18, -2.96, 2.55], [-2.86, -2.18, 3.46], [-3.66, -0.68, 2.97], [-5.37, -1.83, 3.50], [4.75, 2.40, -2.97], [5.56, 2.72, -1.94], [6.63, 1.90, -1.66], [7.46, 2.24, -0.60], [7.21, 3.37, 0.16], [6.12, 4.18, -0.15], [5.29, 3.86, -1.21], [6.80, 1.02, -2.26], [8.31, 1.61, -0.36], [7.86, 3.63, 0.99], [5.92, 5.07, 0.44], [4.43, 4.48, -1.47]], "lowdin_charge": [-0.083, -0.191, -0.262, -0.029, -0.055, 0.034, -0.718, 0.025, 0.001, -0.023, -0.173, -0.154, -0.064, -0.115, -0.224, 0.022, 0.026, 0.048, -0.151, -0.105, 0.014, 0.073, 0.073, 0.080, 0.103, 0.103, 0.110, 0.090, 0.067, 0.082, 0.138, 0.122, 0.093, 0.071, 0.098, 0.117, 0.113, 0.070, 0.069, 0.144, 0.143, 0.119, 0.096, 0.048, -0.289, -0.018, -0.086, -0.099, -0.083, -0.014, 0.117, 0.103, 0.100, 0.104, 0.120], "charge": 0, "e_homo_ev": -8.3575, "gap_ev": 7.536}

=====

(2)
{"formula": "C20H27N2O2OsPS2", "method": "the ωB97M-V functional and the def2-TZVPD basis", "elements": ["C", "C", "C", "C", "C", "C", "C", "C", "N", "Os", "C", "P", "H", "H", "H", "H", "H", "H", "H", "H", "C", "C", "H", "C", "C", "H", "H", "H", "H", "H", "H", "H", "H", "H", "H", "H", "H", "H", "H", "O", "S", "O", "N", "C", "S", "C", "C", "C", "C", "C", "C", "H", "H", "H", "H"], "xyz": [[-2.00, 0.31, -4.27], [-1.71, -0.79, -3.47], [-1.07, -0.65, -2.23], [-0.81, 0.66, -1.80], [-0.96, 1.75, -2.68], [-1.65, 1.59, -3.87], [-0.81, -1.88, -1.39], [0.10, -2.96, -2.09], [1.43, -2.58, -2.51], [-0.62, 1.09, 0.25], [-0.36, 3.08, -2.29], [0.61, 2.59, -0.76], [-2.00, -1.80, -3.78], [-1.91, 2.47, -4.47], [-2.48, 0.17, -5.24], [-1.11, 3.86, -2.05], [0.31, 3.49, -3.06], [-0.43, -1.63, -0.39], [-1.79, -2.37, -1.23], [0.24, -3.81, -1.38], [1.27, 4.14, -0.19], [2.04, 1.72, -1.44], [-0.42, -3.33, -2.99], [1.70, -2.39, -3.90], [2.52, -2.60, -1.57], [-0.70, 2.53, 1.23], [2.04, -3.33, -4.38], [0.79, -2.08, -4.42], [2.50, -1.64, -4.05], [3.39, -3.14, -1.99], [2.88, -1.59, -1.29], [2.20, -3.11, -0.64], [2.46, 2.31, -2.26], [2.77, 1.61, -0.64], [1.77, 0.72, -1.80], [1.10, 4.92, -0.95], [0.76, 4.39, 0.75], [2.34, 3.99, -0.02], [-0.05, 2.11, 1.54], [1.61, 1.41, 4.13], [1.19, 0.05, 3.87], [2.17, -0.99, 3.70], [0.11, 0.06, 2.49], [-1.13, -0.26, 2.80], [-2.26, 0.14, 1.59], [-1.34, -0.63, 4.19], [-2.56, -0.89, 4.81], [-2.59, -1.02, 6.19], [-1.42, -0.88, 6.94], [-0.19, -0.61, 6.32], [-0.17, -0.45, 4.93], [-3.45, -0.99, 4.17], [-3.55, -1.26, 6.68], [-1.47, -0.97, 8.03], [0.73, -0.52, 6.89]], "lowdin_spin": [0.040, 0.008, 0.069, 0.119, 0.048, -0.004, 0.069, 0.062, 0.602, 2.118, 0.010, 0.035, 0.002, -0.001, 0.002, 0.002, 0.000, 0.010, 0.003, 0.018, -0.002, 0.034, 0.006, 0.073, 0.064, 0.019, 0.041, 0.007, 0.014, 0.021, 0.032, 0.003, 0.005, 0.000, 0.005, -0.001, 0.001, 0.000, 0.035, 0.005, 0.011, 0.008, 0.139, 0.048, 0.196, 0.003, 0.003, 0.000, 0.003, 0.002, 0.007, 0.001, 0.000, 0.000, 0.000], "multiplicity": 5, "s_squared": 6.02, "charge": 2, "e_homo_ev": [-14.2024, -14.6105], "gap_ev": [8.430, 5.586]}

=====

(3)
{"formula": "C20H27N2O3PSW", "method": "the ωB97M-V functional and the def2-TZVPD basis", "elements": ["C", "C", "C", "C", "C", "C", "C", "C", "N", "W", "C", "P", "H", "H", "H", "H", "H", "H", "H", "H", "C", "C", "H", "C", "C", "H", "H", "H", "H", "H", "H", "H", "H", "H", "H", "H", "H", "H", "H", "O", "S", "O", "N", "C", "O", "C", "C", "C", "C", "C", "C", "H", "H", "H", "H"], "xyz": [[-2.95, -1.84, -2.81], [-1.86, -2.61, -2.44], [-0.87, -2.12, -1.57], [-1.11, -0.85, -1.08], [-2.14, 0.00, -1.48], [-3.09, -0.53, -2.35], [0.33, -2.95, -1.29], [1.64, -2.13, -1.22], [2.35, -2.11, -2.50], [0.41, 0.12, 0.18], [-2.15, 1.45, -1.08], [-0.34, 1.97, -1.04], [-1.72, -3.61, -2.83], [-3.91, 0.10, -2.67], [-3.71, -2.26, -3.49], [-2.54, 1.61, -0.05], [-2.76, 2.06, -1.77], [0.25, -3.48, -0.32], [0.41, -3.74, -2.06], [1.43, -1.06, -0.85], [-0.33, 3.70, -0.48], [0.07, 2.08, -2.84], [2.32, -2.63, -0.52], [1.74, -1.26, -3.52], [3.78, -1.83, -2.34], [1.12, 1.11, 1.61], [2.30, -1.34, -4.46], [0.71, -1.57, -3.70], [1.74, -0.19, -3.22], [4.29, -1.91, -3.31], [3.96, -0.82, -1.94], [4.21, -2.56, -1.65], [-0.56, 2.82, -3.37], [1.12, 2.36, -2.95], [-0.08, 1.10, -3.30], [-0.97, 4.35, -1.10], [-0.68, 3.74, 0.56], [0.70, 4.08, -0.50], [1.83, 0.84, 1.04], [-3.46, 0.98, 5.24], [-2.47, 1.65, 4.49], [-2.55, 3.06, 4.32], [-2.53, 0.99, 2.93], [-1.48, 0.37, 2.47], [-1.43, -0.03, 1.27], [-0.38, 0.26, 3.53], [0.88, -0.37, 3.47], [1.78, -0.23, 4.56], [1.42, 0.50, 5.69], [0.14, 1.11, 5.76], [-0.74, 0.99, 4.67], [1.18, -0.95, 2.59], [2.76, -0.70, 4.52], [2.11, 0.60, 6.53], [-0.15, 1.67, 6.65]], "lowdin_spin": [0.058, -0.007, 0.048, 0.004, 0.030, -0.004, 0.004, 0.011, -0.053, 1.743, 0.007, 0.021, -0.001, -0.001, 0.003, 0.001, 0.002, 0.002, 0.000, 0.019, 0.010, -0.004, 0.001, -0.005, -0.004, 0.069, 0.000, 0.000, -0.002, 0.000, -0.002, 0.000, -0.001, 0.000, 0.000, 0.000, 0.000, 0.000, 0.080, -0.008, 0.000, -0.003, -0.039, 0.010, -0.065, 0.017, 0.029, 0.003, 0.010, 0.009, 0.001, 0.008, 0.000, 0.000, 0.000], "multiplicity": 3, "de_lowest_kcal_mol": 49.3, "s_squared": 2.08, "charge": 2, "e_homo_ev": [-14.9536, -15.0710], "gap_ev": [4.574, 5.276]}

=====

(4)
{"formula": "C20H27N3O2S", "method": "the ωB97M-V functional and the def2-TZVPD basis", "elements": ["C", "C", "C", "C", "N", "C", "O", "C", "N", "C", "S", "N", "C", "C", "C", "C", "C", "C", "C", "C", "C", "C", "C", "C", "C", "O", "H", "H", "H", "H", "H", "H", "H", "H", "H", "H", "H", "H", "H", "H", "H", "H", "H", "H", "H", "H", "H", "H", "H", "H", "H", "H", "H"], "xyz": [[3.53, 1.97, 1.76], [4.81, 2.63, 1.27], [5.86, 1.64, 0.75], [5.42, 0.85, -0.49], [4.59, -0.28, -0.16], [3.36, -0.47, -0.67], [2.83, 0.27, -1.47], [2.65, -1.72, -0.16], [1.32, -1.75, -0.69], [0.25, -2.10, 0.06], [0.49, -2.77, 1.57], [-0.98, -1.97, -0.48], [-2.17, -2.20, 0.32], [-2.87, -0.91, 0.66], [-4.21, -0.72, 0.33], [-4.83, 0.49, 0.61], [-4.13, 1.53, 1.21], [-4.79, 2.84, 1.51], [-2.79, 1.32, 1.54], [-2.17, 0.12, 1.27], [-1.21, -1.40, -1.80], [-1.34, 0.09, -1.79], [-0.44, 1.10, -1.60], [-1.19, 2.31, -1.64], [-2.48, 1.94, -1.85], [-2.58, 0.60, -1.95], [2.89, 2.71, 2.25], [2.97, 1.54, 0.94], [3.75, 1.19, 2.49], [5.26, 3.20, 2.09], [4.56, 3.34, 0.47], [6.76, 2.20, 0.49], [6.12, 0.94, 1.54], [4.85, 1.48, -1.17], [6.31, 0.49, -1.02], [4.94, -0.93, 0.52], [3.22, -2.61, -0.46], [2.60, -1.72, 0.94], [1.20, -1.08, -1.44], [-2.84, -2.87, -0.23], [-1.85, -2.71, 1.24], [-4.77, -1.51, -0.15], [-5.87, 0.63, 0.35], [-4.99, 2.92, 2.58], [-5.73, 2.93, 0.98], [-4.14, 3.67, 1.22], [-2.23, 2.12, 2.01], [-1.14, -0.03, 1.54], [-0.42, -1.72, -2.48], [-2.16, -1.81, -2.16], [0.62, 1.03, -1.47], [-0.81, 3.30, -1.53], [-3.38, 2.51, -1.96]], "lowdin_charge": [-0.100, -0.257, -0.200, -0.175, 0.062, -0.480, 0.044, -0.147, 0.012, -0.787, 0.678, -0.106, -0.149, -0.215, -0.039, -0.047, -0.293, -0.053, -0.037, -0.023, -0.054, -0.254, -0.011, -0.052, -0.122, 0.037, 0.072, 0.054, 0.077, 0.103, 0.108, 0.107, 0.109, 0.123, 0.120, 0.150, 0.135, 0.062, 0.101, 0.129, 0.055, 0.112, 0.109, 0.082, 0.073, 0.077, 0.116, 0.111, 0.134, 0.140, 0.085, 0.101, 0.124], "de_lowest_kcal_mol": 51.8, "charge": 0, "e_homo_ev": -7.8927, "gap_ev": 8.603}

=====

Copy entry 1 word for word.
{"formula": "C20H27FN2O5", "method": "the ωB97M-V functional and the def2-TZVPD basis", "elements": ["C", "C", "C", "C", "C", "C", "C", "O", "O", "C", "C", "O", "C", "C", "C", "N", "C", "N", "C", "O", "O", "H", "H", "H", "H", "H", "H", "H", "H", "H", "H", "H", "H", "H", "H", "H", "H", "H", "H", "H", "H", "H", "H", "F", "C", "C", "C", "C", "C", "C", "H", "H", "H", "H", "H"], "xyz": [[-5.27, 0.32, -1.26], [-4.80, -0.23, 0.09], [-3.47, 0.46, 0.52], [-3.60, 1.38, 1.76], [-2.31, -0.50, 0.64], [-1.25, -0.41, -0.25], [-1.36, 0.61, -1.40], [-1.11, 1.78, -1.10], [-1.73, 0.07, -2.47], [-0.16, -1.27, -0.17], [0.89, -1.17, -1.24], [1.51, 0.08, -1.11], [2.01, 0.59, -2.35], [-0.11, -2.20, 0.87], [1.04, -3.17, 1.07], [0.89, -4.45, 0.36], [-1.16, -2.25, 1.74], [-2.24, -1.44, 1.62], [-3.28, -1.63, 2.61], [-4.28, -2.43, 2.02], [-5.30, -2.65, 2.99], [-6.07, -0.29, -1.68], [-4.44, 0.31, -1.97], [-5.60, 1.36, -1.18], [-5.57, -0.03, 0.84], [-4.67, -1.30, -0.02], [-3.22, 1.12, -0.30], [-3.64, 2.42, 1.45], [-4.51, 1.15, 2.32], [-2.76, 1.25, 2.45], [0.35, -1.24, -2.19], [1.63, -1.97, -1.19], [2.42, -0.22, -2.96], [2.81, 1.29, -2.12], [1.19, 1.08, -2.88], [1.16, -3.36, 2.14], [1.96, -2.70, 0.74], [0.69, -4.26, -0.61], [0.08, -4.95, 0.73], [-1.18, -2.96, 2.55], [-2.86, -2.18, 3.46], [-3.66, -0.68, 2.97], [-5.37, -1.83, 3.50], [4.75, 2.40, -2.97], [5.56, 2.72, -1.94], [6.63, 1.90, -1.66], [7.46, 2.24, -0.60], [7.21, 3.37, 0.16], [6.12, 4.18, -0.15], [5.29, 3.86, -1.21], [6.80, 1.02, -2.26], [8.31, 1.61, -0.36], [7.86, 3.63, 0.99], [5.92, 5.07, 0.44], [4.43, 4.48, -1.47]], "lowdin_charge": [-0.083, -0.191, -0.262, -0.029, -0.055, 0.034, -0.718, 0.025, 0.001, -0.023, -0.173, -0.154, -0.064, -0.115, -0.224, 0.022, 0.026, 0.048, -0.151, -0.105, 0.014, 0.073, 0.073, 0.080, 0.103, 0.103, 0.110, 0.090, 0.067, 0.082, 0.138, 0.122, 0.093, 0.071, 0.098, 0.117, 0.113, 0.070, 0.069, 0.144, 0.143, 0.119, 0.096, 0.048, -0.289, -0.018, -0.086, -0.099, -0.083, -0.014, 0.117, 0.103, 0.100, 0.104, 0.120], "charge": 0, "e_homo_ev": -8.3575, "gap_ev": 7.536}